Entry from the Open Molecules 2025 dataset: C28H22BrN8O3Zr as an isolated structure (ωB97M-V/def2-TZVPD).

Summary:
LUMO level, eV: -3.723
HOMO-LUMO gap, eV: 5.55
HOMO, eV: -9.28
2S+1: 1
Net charge: +1
Energy, hartree: -4364.981871

Last column: Mulliken charge in e.
Geometry (Å):
C (0.793, -4.983, 2.680)  -0.610
C (-2.897, -0.552, 1.040)  0.390
Br (5.203, -2.220, -3.753)  -0.128
O (0.594, -2.374, 0.126)  0.321
C (0.363, 4.346, -0.291)  -0.475
H (4.692, -0.866, -1.194)  0.491
C (3.790, -2.293, -2.517)  -0.114
C (-1.774, 0.082, -2.351)  1.175
C (0.874, -2.846, 3.766)  -1.047
C (0.547, 2.145, 0.789)  1.515
C (2.797, -1.561, -0.461)  0.125
H (0.160, 3.817, -1.211)  0.438
H (2.832, -0.983, 0.455)  0.372
C (3.841, -1.508, -1.375)  -0.777
H (-3.326, -1.496, 2.756)  0.271
H (0.057, -2.236, -3.903)  0.335
N (-0.831, -0.951, -2.513)  -0.119
H (1.006, 2.673, 3.098)  0.569
C (0.877, 5.662, 2.100)  -0.720
H (-5.149, 2.377, 1.428)  0.245
C (-0.825, -0.558, -4.868)  -0.698
H (-1.655, 1.359, -5.494)  0.453
C (0.709, -2.973, 1.397)  -0.086
C (0.789, -2.179, 2.539)  1.339
C (-3.840, 1.345, 0.269)  0.469
N (0.721, 1.405, 1.855)  -1.539
C (-1.949, 1.021, -3.430)  -0.769
H (0.221, 6.286, -1.169)  0.436
C (0.656, 6.372, 0.941)  -0.333
N (0.635, 0.051, 1.568)  0.907
H (0.638, -4.917, 0.530)  0.488
H (0.944, -4.713, 4.805)  0.428
H (-2.503, 1.928, -3.238)  0.478
N (-3.771, 0.383, 1.249)  -0.717
C (0.876, -4.227, 3.842)  -0.798
H (-2.328, -2.388, 1.686)  0.208
O (0.336, 1.598, -0.394)  -1.060
C (2.711, -3.134, -2.767)  -0.316
C (0.395, 5.719, -0.265)  -0.878
C (0.588, 3.595, 0.875)  0.254
N (-4.628, 2.388, 0.570)  -0.356
C (0.806, -0.719, 2.575)  -0.791
H (-0.542, -0.873, -5.862)  0.416
C (-1.493, 0.693, -4.657)  -0.440
H (0.795, -6.063, 2.730)  0.452
N (-2.116, -0.641, -0.082)  -0.237
O (1.065, 3.638, 3.250)  -0.620
H (-4.794, 3.096, -0.122)  0.242
N (-3.236, 1.324, -0.896)  -0.657
C (1.659, -3.184, -1.869)  -0.586
N (-2.668, -1.492, 1.993)  -0.259
H (0.978, -0.257, 3.545)  0.339
C (-0.509, -1.319, -3.803)  -0.218
C (0.845, 4.267, 2.087)  0.389
H (1.079, 6.157, 3.040)  0.447
H (0.794, -3.810, -2.043)  0.643
H (2.693, -3.737, -3.663)  0.514
H (0.940, -2.256, 4.671)  0.470
Zr (-0.132, -0.356, -0.629)  1.087
H (0.686, 7.454, 0.971)  0.391
C (1.723, -2.398, -0.731)  0.093
C (-2.448, 0.237, -1.122)  -0.127
C (0.706, -4.351, 1.449)  -0.720


Entry from the Open Molecules 2025 dataset: C13H36ClO13S4Ti as an isolated structure at a distorted geometry (ωB97M-V/def2-TZVPD).

Summary:
LUMO level (alpha / beta), eV: -0.054 / -0.185
HOMO-LUMO gap (alpha / beta), eV: 3.38 / 8.05
HOMO (alpha / beta), eV: -3.43 / -8.24
Expectation value of S²: 3.752
2S+1: 4
Net charge: 0
Energy, hartree: -4397.275222

Last column: Mulliken charge in e.
Geometry (Å):
H (3.902, 0.124, 0.870)  0.238
H (1.796, -4.256, 3.950)  0.269
H (-2.748, 1.640, -3.063)  0.269
O (0.178, -1.641, 1.213)  -0.103
C (1.348, -2.326, -2.104)  -0.643
C (-0.120, 0.800, -4.739)  -0.276
H (0.690, -3.319, 5.043)  0.295
O (2.975, 2.788, 1.003)  -0.481
H (-2.913, -1.573, 2.276)  0.082
S (-0.527, 2.632, -2.933)  1.064
H (1.141, -0.919, -5.132)  0.358
H (1.129, -3.135, -1.407)  0.051
S (2.036, 1.562, 1.703)  1.201
O (-4.469, 1.658, 1.602)  -0.372
H (3.744, -2.990, 4.740)  0.332
O (-1.085, -2.944, 3.002)  -0.708
O (1.695, -1.047, -1.476)  0.052
H (-6.886, 2.027, 0.665)  0.331
O (0.966, 1.314, 0.795)  -0.389
H (-6.427, 2.499, -0.988)  0.389
H (-0.902, 0.382, -4.105)  0.387
C (-2.348, 2.597, -3.399)  -1.025
H (2.007, 2.714, -0.790)  -0.114
H (3.933, 0.425, 2.598)  0.371
O (-2.786, 1.305, 3.411)  -0.649
O (-0.349, 1.575, -1.940)  -0.268
H (-4.765, 0.829, -0.323)  0.259
H (2.609, -1.874, 5.607)  0.337
C (-4.787, 1.785, 0.199)  0.212
Cl (-2.516, -1.389, -1.596)  -0.703
C (2.987, 2.965, -0.384)  0.165
H (2.092, -2.712, -2.800)  0.431
O (-2.096, 1.145, 0.920)  -0.409
C (1.574, -3.291, 4.405)  -0.143
H (3.032, 4.031, -0.606)  0.379
C (-3.625, -0.827, 1.924)  -0.582
O (1.430, -2.413, 3.346)  -0.127
H (0.616, -5.081, 2.322)  0.479
C (4.073, 2.105, -1.090)  -0.785
H (4.227, 2.536, -2.080)  0.421
C (1.274, 0.127, -4.856)  -0.972
C (3.279, 0.176, 1.763)  -0.468
H (-2.332, 2.825, -4.464)  0.431
H (0.450, -2.192, -2.708)  0.225
S (0.156, -2.686, 2.266)  0.953
H (-2.745, 3.439, -2.832)  0.386
O (0.137, 2.135, -4.380)  -0.402
H (-4.105, -1.057, 0.972)  0.204
H (0.087, -4.576, 0.673)  0.392
C (-6.118, 2.506, 0.058)  -1.389
H (1.855, 0.108, -3.934)  0.049
H (1.874, 0.572, -5.649)  0.384
H (4.936, 1.969, -0.439)  0.338
C (2.786, -2.889, 5.250)  -1.380
H (2.610, -1.056, -1.184)  0.034
H (2.927, -3.539, 6.114)  0.403
C (0.700, -4.327, 1.540)  -1.211
H (-4.442, -0.923, 2.639)  0.383
H (1.774, -4.195, 1.413)  0.344
H (-6.179, 3.568, 0.296)  0.343
H (-0.520, 0.935, -5.744)  0.291
O (1.804, 1.911, 3.139)  -0.658
O (-0.104, 3.998, -2.638)  -0.649
Ti (-0.389, -0.213, -0.510)  0.472
H (3.702, 1.088, -1.215)  -0.117
H (2.780, -0.784, 1.895)  -0.091
H (-3.977, 2.440, -0.122)  0.132
S (-3.049, 0.934, 2.018)  0.980


Entry from the Open Molecules 2025 dataset: C9H21EuF3IO4P2S as an isolated structure at a distorted geometry (ωB97M-V/def2-TZVPD).

Summary:
LUMO level (alpha / beta), eV: -10.532 / -7.761
HOMO-LUMO gap (alpha / beta), eV: 5.48 / 8.28
HOMO (alpha / beta), eV: -16.02 / -16.05
Expectation value of S²: 12.106
2S+1: 7
Net charge: +2
Energy, hartree: -3044.414694

Last column: Mulliken charge in e.
Geometry (Å):
H (2.746, 2.702, -1.598)  0.368
C (3.389, 2.158, -0.885)  -1.122
O (-1.255, 1.253, 1.332)  -0.594
H (-2.423, -3.176, 1.235)  0.306
O (0.431, 0.322, 2.860)  -0.535
F (-3.124, 1.566, 3.515)  -0.188
H (3.477, -2.723, -3.536)  0.343
O (-1.693, -0.895, 2.457)  -0.549
I (1.826, -1.681, -1.663)  0.274
H (2.568, 3.758, 1.519)  0.426
H (3.829, 1.283, -1.394)  0.363
H (-2.702, -1.144, -2.977)  0.389
H (4.358, 1.834, 1.853)  0.442
P (-2.248, -1.670, -0.656)  0.800
C (-2.483, -3.300, 0.148)  -1.178
H (1.181, 2.816, 2.242)  0.282
Eu (-0.141, 0.361, -0.598)  0.797
C (-2.609, -2.083, -2.410)  -1.105
C (2.380, -2.668, -3.558)  -0.802
H (-3.451, -3.731, -0.141)  0.447
S (-0.995, 0.380, 2.535)  1.089
H (-3.794, 0.194, -0.575)  0.399
H (4.137, 0.140, 1.331)  0.377
H (-3.546, -2.659, -2.484)  0.378
F (-1.746, 0.900, 5.102)  -0.166
H (3.144, 0.767, 2.655)  0.321
O (1.146, -2.275, 1.842)  -0.182
C (3.618, 1.034, 1.702)  -1.213
H (1.004, 3.576, 0.642)  0.385
C (1.722, 3.082, 1.316)  -1.123
H (-3.657, -0.604, 1.013)  0.303
H (1.993, -2.083, -4.400)  0.331
H (4.177, 2.831, -0.506)  0.381
C (-1.821, 1.412, 3.860)  0.494
H (-1.760, -2.660, -2.815)  0.358
H (-1.679, -3.980, -0.156)  0.378
C (0.702, -1.408, 1.238)  0.126
F (-1.232, 2.643, 3.841)  -0.190
C (-3.745, -0.785, -0.072)  -1.130
H (-4.641, -1.377, -0.319)  0.421
P (2.339, 1.558, 0.503)  0.794
H (1.955, -3.676, -3.522)  0.307


Entry from the Open Molecules 2025 dataset: C14H22GeIN4O3PdS3 as an isolated structure (ωB97M-V/def2-TZVPD).

Summary:
LUMO level, eV: -3.054
HOMO-LUMO gap, eV: 8.46
HOMO, eV: -11.51
2S+1: 1
Net charge: +1
Energy, hartree: -4688.309990

Last column: Mulliken charge in e.
Geometry (Å):
H (-4.318, -1.636, 0.434)  0.378
H (-2.882, 5.398, -2.615)  0.403
C (-0.857, 2.781, -2.047)  0.308
C (-1.973, 4.818, -2.530)  -0.640
H (-1.184, -2.840, -1.468)  0.186
H (4.469, 0.645, -0.508)  0.258
C (-0.299, -2.159, 0.878)  -1.059
C (-2.582, -2.708, -0.033)  0.604
H (2.149, -1.077, 4.097)  0.412
C (1.966, -1.320, 3.050)  -1.157
H (-4.136, -3.152, 1.322)  0.417
O (-1.787, -2.412, 0.914)  -0.267
S (2.216, -2.170, -0.580)  -0.487
H (-0.731, 6.457, -3.122)  0.407
H (5.656, -1.328, -0.952)  0.195
O (2.330, 2.528, -0.828)  -0.695
I (-5.356, -3.613, -1.011)  0.132
S (-1.747, 0.293, -0.985)  -0.561
S (1.650, 2.223, -2.061)  1.198
C (-0.875, -2.512, 3.994)  -1.167
N (-2.160, -2.989, -1.234)  -0.116
H (-2.988, 3.013, -1.910)  0.454
C (-0.721, 0.423, 2.662)  -1.163
C (-0.628, 1.376, -1.667)  1.337
H (2.420, -2.288, 2.838)  0.351
H (2.804, 0.580, -0.146)  -0.005
Ge (0.049, -1.368, 2.713)  0.552
N (0.608, 0.945, -1.755)  -0.747
H (0.116, -3.166, 0.768)  0.928
C (-0.752, 5.419, -2.818)  -0.526
C (0.353, 3.394, -2.332)  0.285
H (-0.094, 1.096, 2.075)  0.270
C (3.632, -1.210, -0.625)  0.949
N (4.774, -1.812, -0.961)  -0.442
C (0.442, 4.711, -2.720)  -0.669
H (4.761, -2.780, -1.231)  0.205
H (1.394, 5.175, -2.940)  0.456
H (-0.798, 0.819, 3.675)  0.436
H (-1.935, -2.594, 3.757)  0.333
H (-0.779, -2.094, 4.996)  0.396
Pd (0.298, -0.845, -0.451)  0.147
H (-2.824, -3.208, -1.964)  0.134
C (-4.026, -2.683, 0.349)  -0.967
H (-0.439, -3.512, 4.001)  0.367
C (-2.042, 3.487, -2.137)  -0.625
O (2.428, 1.969, -3.230)  -0.637
H (-1.715, 0.416, 2.215)  0.340
N (3.660, 0.075, -0.314)  -0.200
H (2.455, -0.566, 2.434)  0.290